Here is 13 unconnected molecules or ions with the total composition C60H120F24N6O15P from the OMol25 dataset. Energies are from wB97M-V/def2-TZVPD.

```
! wB97M-V def2-TZVPD RIJCOSX def2/J DEFGRID3
* xyz -1 1
P -0.23 0.41 0.09
F -0.56 1.49 -1.07
F 1.20 1.14 0.39
F -1.04 1.36 1.16
F 0.15 -0.68 1.23
F -1.56 -0.43 -0.14
F 0.53 -0.54 -1.00
C -5.45 -3.95 -1.96
C -5.07 -5.29 -1.42
C -3.68 -5.87 -1.83
C -2.60 -4.92 -1.35
N -1.18 -5.33 -1.72
C -0.35 -4.11 -1.52
C -0.52 -3.19 -2.79
C -0.99 -4.27 -3.83
C -0.99 -5.62 -3.16
C -0.82 -6.53 -0.86
H -6.55 -3.76 -1.95
H -5.25 -3.86 -3.05
H -4.97 -3.07 -1.46
H -5.82 -6.05 -1.61
H -5.08 -5.14 -0.33
H -3.59 -5.96 -2.91
H -3.46 -6.80 -1.38
H -2.59 -4.91 -0.27
H -2.75 -3.90 -1.71
H 0.69 -4.51 -1.55
H -0.46 -3.71 -0.53
H 0.39 -2.70 -3.14
H -1.33 -2.47 -2.77
H -0.26 -4.26 -4.63
H -1.99 -4.00 -4.20
H -0.06 -6.15 -3.11
H -1.81 -6.22 -3.51
H -1.16 -6.32 0.15
H 0.26 -6.65 -0.73
H -1.26 -7.42 -1.30
C -0.24 3.21 10.23
C -0.79 2.32 9.07
C -0.26 2.94 7.76
C -0.20 2.01 6.59
N 0.03 2.74 5.23
C -0.32 1.79 4.08
C 0.98 1.57 3.33
C 2.07 1.82 4.33
C 1.52 3.06 5.05
C -0.81 3.98 5.15
H 0.85 3.28 10.25
H -0.56 2.90 11.24
H -0.47 4.26 10.00
H -1.87 2.47 9.14
H -0.58 1.26 9.26
H 0.72 3.39 8.00
H -0.83 3.82 7.53
H -1.11 1.38 6.45
H 0.63 1.32 6.68
H -1.04 2.20 3.40
H -0.67 0.91 4.66
H 0.90 2.28 2.53
H 1.13 0.62 2.81
H 3.04 1.98 3.85
H 2.10 0.95 5.02
H 1.57 3.99 4.51
H 1.98 3.23 6.02
H -0.73 4.41 4.15
H -0.36 4.72 5.79
H -1.82 3.71 5.49
C -3.15 3.01 -3.39
C -3.16 4.53 -3.58
C -1.94 5.13 -2.78
C -2.12 4.76 -1.33
N -1.24 5.42 -0.31
C -1.45 4.83 1.08
C -2.30 5.80 1.88
C -2.98 6.72 0.77
C -1.78 6.90 -0.14
C 0.25 5.38 -0.73
H -2.18 2.70 -3.77
H -3.93 2.48 -3.93
H -3.19 2.81 -2.33
H -4.10 5.00 -3.22
H -2.95 4.76 -4.63
H -1.95 6.21 -2.84
H -0.97 4.77 -3.16
H -1.94 3.70 -1.17
H -3.13 4.97 -0.91
H -0.56 4.64 1.65
H -1.92 3.85 0.90
H -1.70 6.47 2.55
H -3.07 5.30 2.47
H -3.29 7.65 1.20
H -3.88 6.23 0.38
H -0.98 7.42 0.39
H -1.81 7.28 -1.16
H 0.89 5.42 0.13
H 0.53 6.20 -1.38
H 0.37 4.43 -1.23
C -6.18 -3.64 1.84
C -4.82 -3.53 2.43
O -4.08 -4.60 2.69
N -4.34 -2.30 2.59
H -4.86 -1.56 2.14
H -2.42 -4.73 2.12
C -3.13 -1.90 3.17
H -7.00 -3.41 2.53
H -6.28 -4.68 1.59
H -6.22 -2.97 1.03
H -2.94 -2.19 4.17
H -3.13 -0.82 3.21
H -2.24 -2.27 2.62
C 3.94 -1.01 1.76
C 5.08 -0.06 1.66
O 5.53 0.51 2.65
N 5.58 0.20 0.44
H 6.24 0.95 0.64
H 6.33 -1.78 0.38
C 4.88 0.23 -0.83
H 4.06 -2.05 1.36
H 3.13 -0.62 1.14
H 3.60 -0.99 2.77
H 5.52 0.71 -1.57
H 3.91 0.76 -0.77
H 4.61 -0.80 -1.03
C 2.31 3.67 -4.72
C 1.28 2.98 -5.55
O 0.51 3.60 -6.35
N 1.17 1.63 -5.45
H 0.46 1.17 -6.05
H 3.29 0.49 -6.73
C 1.83 0.79 -4.44
H 3.28 3.57 -5.20
H 2.40 3.24 -3.73
H 2.04 4.71 -4.78
H 2.92 0.96 -4.39
H 1.62 -0.24 -4.72
H 1.40 0.90 -3.41
C 1.76 5.77 2.76
O 2.51 4.70 2.18
O 0.75 5.33 3.37
C 2.67 6.70 3.64
F 3.26 6.01 4.60
F 3.63 7.34 2.99
F 1.96 7.61 4.25
C 3.56 5.06 1.40
C 3.73 3.97 0.32
H 4.71 4.19 -0.17
H 3.75 2.97 0.74
H 3.02 4.18 -0.48
H 4.47 5.13 2.09
H 3.40 6.05 0.88
H 1.64 6.50 1.94
C -0.99 -1.82 -6.85
O -1.64 -2.09 -5.51
O -0.04 -0.96 -6.83
C -0.76 -3.27 -7.28
F -1.80 -4.06 -7.62
F 0.02 -3.36 -8.42
F -0.15 -3.94 -6.32
C -2.56 -1.10 -5.24
C -4.02 -1.54 -5.25
H -4.64 -0.66 -5.14
H -4.32 -2.11 -6.12
H -4.25 -2.09 -4.37
H -2.43 -0.25 -5.93
H -2.37 -0.68 -4.29
H -1.85 -1.46 -7.42
C 4.99 -0.44 -6.21
O 4.37 -1.19 -5.22
O 4.30 0.68 -6.61
C 6.23 0.19 -5.65
F 6.02 0.99 -4.64
F 7.19 -0.68 -5.21
F 6.89 0.86 -6.62
C 4.70 -2.54 -5.28
C 4.02 -3.32 -4.17
H 4.06 -2.70 -3.29
H 3.00 -3.55 -4.40
H 4.57 -4.24 -3.96
H 5.76 -2.74 -5.28
H 4.32 -2.94 -6.25
H 5.20 -1.18 -7.10
C 5.97 -3.38 -0.56
O 5.56 -4.69 -0.38
O 6.15 -2.67 0.57
C 7.36 -3.48 -1.38
F 7.44 -4.46 -2.33
F 7.43 -2.36 -2.05
F 8.40 -3.62 -0.50
C 4.19 -4.66 -0.33
C 3.66 -5.93 -0.79
H 2.58 -5.84 -0.87
H 4.07 -6.31 -1.72
H 3.76 -6.72 0.02
H 3.78 -3.80 -0.89
H 3.81 -4.53 0.64
H 5.21 -2.82 -1.28
C -1.09 -5.22 3.53
O -0.40 -4.06 3.53
O -1.66 -5.44 2.30
C -0.03 -6.35 3.64
F 0.68 -6.17 4.78
F -0.57 -7.53 3.67
F 0.86 -6.33 2.59
C -0.29 -3.21 4.68
C 0.77 -2.15 4.39
H 0.83 -1.58 5.33
H 1.73 -2.72 4.27
H 0.54 -1.66 3.45
H 0.09 -3.86 5.45
H -1.26 -2.78 4.90
H -1.76 -5.42 4.34
C -4.56 2.94 1.83
O -5.16 1.66 1.27
O -5.01 4.12 1.45
C -4.83 2.71 3.46
F -3.59 2.56 4.05
F -5.37 3.74 4.08
F -5.54 1.64 3.80
C -4.35 1.06 0.31
C -5.22 0.38 -0.75
H -5.74 -0.52 -0.50
H -5.94 1.09 -1.12
H -4.59 0.04 -1.55
H -3.60 0.39 0.75
H -3.74 1.83 -0.20
H -3.48 2.82 1.70
*
```

Properties
Maximum force ... 4.73 eV/A
Highest occupied orbital energy ... -0.19901 Ha

Mulliken population analysis, charges in e, atoms 1 to 8: 1.760 -0.447 -0.310 -0.720 -0.708 -0.557 -0.248 -0.935